ORCA calculation (ωB97M-V with the def2-TZVPD basis set) on a cluster of 3 separate species, C13H31B2Br4NO6P in total at a distorted geometry.

```
58
Properties=species:S:1:pos:R:3:forces:R:3
C 6.247 -0.726 -1.771 0.014 -0.565 -0.459
B 4.984 -0.818 -2.666 0.098 0.418 -0.082
O 5.051 -0.526 -4.021 -0.337 -0.042 0.291
C 3.524 -1.248 -2.170 0.339 -0.764 1.140
C 3.248 -1.336 -0.650 0.266 0.043 0.474
C 2.008 -0.437 -0.368 0.231 -0.189 -0.089
P 2.751 1.173 0.025 0.517 0.260 0.167
O 3.871 1.427 -0.898 -0.181 -0.130 -0.694
O 1.723 2.392 0.056 -0.168 -0.364 0.340
O 3.155 1.030 1.546 -0.397 0.096 -0.173
C 1.255 -0.531 -1.694 -0.526 -0.386 -1.001
C 0.166 0.498 -2.041 0.645 0.527 0.708
C -0.786 0.828 -0.894 -1.156 0.183 -0.242
C -1.784 1.878 -1.405 0.185 -0.416 -0.345
C -1.570 -0.380 -0.397 0.152 -0.144 0.352
B 0.695 -2.009 -2.060 -0.315 0.068 0.671
O 0.460 -2.342 -3.374 0.060 -0.069 0.197
O 0.501 -2.902 -1.062 0.912 -0.038 -0.274
N 2.425 -0.373 -2.655 0.222 0.966 -0.483
H 6.366 0.316 -1.472 -0.039 0.062 0.207
H 6.251 -1.385 -0.906 -0.057 0.189 0.250
H 7.113 -0.984 -2.381 0.125 0.100 0.019
H 5.229 -1.293 -4.568 0.166 0.042 -0.400
H 3.420 -2.278 -2.528 -0.410 0.155 -0.575
H 3.038 -2.345 -0.303 -0.137 -0.124 -0.264
H 4.137 -1.033 -0.105 -0.060 0.204 0.149
H 1.422 -0.832 0.457 -0.107 0.112 0.082
H 1.521 2.705 -0.831 0.018 0.332 -0.053
H 2.916 1.821 2.044 0.113 0.040 0.329
H -0.438 0.194 -2.896 0.064 -0.147 -0.130
H 0.662 1.429 -2.352 -0.045 0.049 -0.116
H -0.290 1.282 -0.042 0.403 -0.199 -0.018
H -1.272 2.762 -1.783 -0.075 0.224 0.179
H -2.337 1.457 -2.248 -0.085 0.018 -0.041
H -2.516 2.134 -0.645 0.061 0.197 0.129
H -0.934 -1.223 -0.134 0.011 -0.040 0.053
H -2.090 -0.103 0.519 -0.115 -0.007 0.022
H -2.322 -0.730 -1.106 0.031 0.056 -0.198
H -0.205 -1.802 -3.807 0.059 0.078 -0.334
H 0.504 -3.803 -1.407 -0.522 -0.212 0.122
H 2.223 -0.431 -3.653 -0.212 -0.569 0.076
H 2.769 0.592 -2.537 0.191 -0.032 0.110
Br -2.441 0.959 3.494 0.066 -0.058 -0.096
C -3.283 -0.792 3.654 -0.090 0.135 0.129
C -2.363 -1.799 4.289 0.017 -0.056 -0.114
Br -0.986 -2.375 3.042 0.098 -0.017 -0.012
H -3.591 -1.079 2.654 -0.022 -0.033 -0.003
H -4.165 -0.637 4.272 0.002 0.004 0.016
H -2.914 -2.697 4.557 -0.024 -0.001 -0.030
H -1.851 -1.412 5.163 -0.021 0.038 0.013
Br -6.878 0.535 2.145 -0.021 0.001 0.022
C -6.897 2.332 2.895 0.060 -0.051 -0.125
C -5.984 2.437 4.086 -0.144 0.011 0.179
Br -6.745 1.596 5.666 0.051 -0.057 -0.042
H -7.929 2.564 3.134 -0.014 -0.012 0.020
H -6.553 2.984 2.095 0.021 0.014 0.014
H -5.823 3.478 4.358 -0.006 0.012 -0.044
H -5.035 1.948 3.907 0.087 0.086 -0.023
```
Forces are in eV/Å.

Kohn-Sham gap: 9.07 eV
LUMO: -2.7 eV
charge: +1

Table of natural (NBO) atomic charges, one value per atom, all in e: number 1, C, carries -1.046; number 2, B, carries 1.099; number 3, O, carries -0.940; number 4, C, carries -0.418; number 5, C, carries -0.401; number 6, C, carries -0.639; number 7, P, carries 2.365; number 8, O, carries -1.122; number 9, O, carries -0.978; number 10, O, carries -0.972; number 11, C, carries -0.181; number 12, C, carries -0.403; number 13, C, carries -0.241; number 14, C, carries -0.596; number 15, C, carries -0.621; number 16, B, carries 1.169; number 17, O, carries -0.926; number 18, O, carries -0.876; number 19, N, carries -0.524; number 20, H, carries 0.292; number 21, H, carries 0.240; number 22, H, carries 0.254; number 23, H, carries 0.518; number 24, H, carries 0.247; number 25, H, carries 0.242; number 26, H, carries 0.251; number 27, H, carries 0.298; number 28, H, carries 0.516; number 29, H, carries 0.530; number 30, H, carries 0.214; number 31, H, carries 0.191; number 32, H, carries 0.225; number 33, H, carries 0.202; number 34, H, carries 0.202; number 35, H, carries 0.232; number 36, H, carries 0.214; number 37, H, carries 0.236; number 38, H, carries 0.207; number 39, H, carries 0.515; number 40, H, carries 0.515; number 41, H, carries 0.452; number 42, H, carries 0.450; number 43, Br, carries -0.029; number 44, C, carries -0.444; number 45, C, carries -0.442; number 46, Br, carries -0.031; number 47, H, carries 0.233; number 48, H, carries 0.245; number 49, H, carries 0.240; number 50, H, carries 0.237; number 51, Br, carries -0.025; number 52, C, carries -0.441; number 53, C, carries -0.457; number 54, Br, carries -0.010; number 55, H, carries 0.237; number 56, H, carries 0.229; number 57, H, carries 0.234; number 58, H, carries 0.231